Below is 2 unconnected molecules or ions with the total composition C14H30ClN3OSSi at a distorted geometry, with properties calculated with the ωB97M-V functional and the def2-TZVPD basis.

* HOMO-LUMO gap: 2.60 eV
* electronic energy: -52754.4515 eV

Geometry (Å):
C1 4.1776 -0.0689 2.7624
C2 3.8960 1.1572 1.9292
N1 4.8597 1.7591 1.3735
C3 2.4488 1.6156 1.8209
C4 1.6339 0.7934 0.8730
N2 0.3822 1.0349 0.5947
Si1 -0.6848 2.3213 1.3607
C5 0.1289 4.0044 1.2994
C6 -0.8686 1.7912 3.1604
C7 -2.3749 2.2769 0.5949
C8 -0.1557 0.1942 -0.4580
C9 0.6851 -1.1022 -0.5933
Cl1 0.7608 -1.4640 -2.2913
C10 0.0631 -2.2560 0.2228
C11 1.0167 -3.0366 1.1204
N3 1.0553 -2.4961 2.4880
S1 2.3156 -0.5331 0.0286
H1 4.8867 -0.6869 2.2259
H2 4.6113 0.2479 3.7064
H3 3.2677 -0.6242 2.9651
H4 4.5492 2.5815 0.8576
H5 2.4445 2.6319 1.4248
H6 1.9689 1.6408 2.7969
H7 -0.6580 4.7328 1.1167
H8 0.8949 4.1331 0.5405
H9 0.5546 4.2233 2.2751
H10 -0.0457 2.1605 3.7646
H11 -0.8298 0.7015 3.1946
H12 -1.8231 2.1078 3.5634
H13 -3.0222 2.8249 1.2746
H14 -2.7466 1.2536 0.5820
H15 -2.4332 2.6768 -0.4115
H16 -1.2229 0.0159 -0.4195
H17 -0.0239 0.7474 -1.3951
H18 -0.3818 -2.9387 -0.4959
H19 -0.7643 -1.8856 0.8227
H20 2.0138 -3.0962 0.6891
H21 0.6446 -4.0570 1.1777
H22 0.5360 -1.6358 2.5600
H23 1.9960 -2.3491 2.8153
C12 -3.8667 -2.2403 -5.6752
C13 -3.0673 -1.2882 -4.7590
C14 -2.2641 -2.1430 -3.7565
O1 -3.8729 -0.4330 -4.0910
H24 -4.5803 -2.8180 -5.0832
H25 -4.4216 -1.6640 -6.4170
H26 -3.2163 -2.9478 -6.2155
H27 -2.2921 -0.8125 -5.4239
H28 -2.9319 -2.7194 -3.1102
H29 -1.6705 -1.4793 -3.1366
H30 -1.5724 -2.8522 -4.2495

***

Below is a molecular structure, C14H30CrF8MnN3O8S2 at a distorted geometry, with properties calculated with the ωB97M-V functional and the def2-TZVPD basis.

* expectation value of S²: 20.066
* 2S+1: 9
* net charge: +2
* HOMO-LUMO gap (alpha / beta): 6.68 / 6.83 eV
* electronic energy: -138989.0030 eV

Geometry (Å):
Mn1 -26.3999 -17.5680 26.3190
Cr1 -23.1278 -15.7440 27.9477
F1 -24.7829 -16.8599 27.5414
F2 -23.4157 -14.9010 26.0731
C1 -24.0061 -11.8240 28.8131
F3 -24.9035 -10.8399 28.6223
F4 -23.2181 -11.9270 27.7685
F5 -23.3256 -11.6120 29.9028
S1 -25.0950 -13.4291 28.8041
O1 -26.2353 -13.3937 29.6835
O2 -25.5239 -13.5903 27.4573
N1 -23.9474 -14.6068 29.2786
S2 -23.7976 -14.5694 30.9954
O3 -22.4925 -15.0054 31.4198
O4 -24.2471 -13.3446 31.6480
C2 -25.0864 -15.9088 31.5837
F6 -26.3372 -15.6047 31.2783
F7 -24.8004 -17.1215 31.1038
F8 -24.9103 -16.0597 32.8936
C3 -27.6375 -18.4000 23.5040
O5 -27.9484 -18.0593 24.8658
C4 -29.1521 -17.2820 25.0262
C5 -29.3022 -16.9398 26.5089
N2 -28.0439 -16.3848 27.1059
C6 -28.1336 -15.9452 28.5433
C7 -29.0519 -14.7258 28.6241
O6 -28.5076 -13.8441 27.6255
C8 -29.2706 -12.6183 27.4434
H1 -27.3647 -17.4893 22.9701
H2 -28.5176 -18.8772 23.0746
H3 -26.8150 -19.1131 23.5117
H4 -30.0390 -17.8164 24.6866
H5 -29.0451 -16.3760 24.4247
H6 -29.6747 -17.8509 26.9792
H7 -30.0813 -16.1861 26.6240
H8 -28.0078 -15.4126 26.7630
H9 -27.1492 -15.5591 28.7934
H10 -28.5603 -16.6797 29.2249
H11 -29.0884 -14.2803 29.6199
H12 -30.1047 -14.9476 28.4226
H13 -29.3020 -12.0534 28.3758
H14 -30.2933 -12.7110 27.0792
H15 -28.6008 -12.1125 26.7513
C9 -21.9974 -18.6242 26.8872
O7 -22.0658 -17.1614 26.6575
C10 -20.7930 -16.6524 26.2960
C11 -20.2171 -15.9382 27.5045
N3 -21.1463 -14.8290 27.8058
C12 -20.6543 -14.0954 29.0070
C13 -19.3516 -13.3281 28.7495
O8 -19.4483 -12.6090 27.5872
C14 -18.4465 -11.6261 27.4641
H16 -21.2051 -19.0542 26.2788
H17 -22.9788 -18.9878 26.5992
H18 -21.7220 -18.8844 27.9096
H19 -21.0468 -15.8836 25.5589
H20 -20.0720 -17.2753 25.7687
H21 -19.1850 -15.6701 27.2621
H22 -20.0403 -16.6409 28.3245
H23 -20.8015 -14.1833 27.0896
H24 -20.4877 -14.7694 29.8497
H25 -21.4722 -13.4638 29.3509
H26 -18.4845 -13.9275 29.0586
H27 -19.2762 -12.6095 29.5811
H28 -17.4978 -11.9343 27.0139
H29 -18.0968 -11.2635 28.4359
H30 -18.7059 -10.7249 26.9108

***

Below is a molecular structure, C14H30FI2NO9P2Ta at a distorted geometry, with properties calculated with the ωB97M-V functional and the def2-TZVPD basis.

* net charge: -1
* energy above the lowest of the compared OMol25 structures with the same formula, charge and spin: 0.0 kJ/mol
* HOMO-LUMO gap: 7.18 eV
* electronic energy: -73971.8593 eV

Geometry (Å):
C1 4.3424 2.1866 1.2750
C2 4.1772 1.8009 -0.1816
O1 2.9132 1.1507 -0.3185
P1 2.6045 0.5562 -1.7785
O2 3.3602 1.3052 -2.7878
C3 0.8310 0.7949 -2.0393
C4 -0.0787 -0.4700 -1.9614
Ta1 -1.6059 -0.3111 -0.2404
C5 -3.2221 -1.3510 -1.4635
C6 -3.4281 -0.8579 -2.9193
O3 -4.6996 -0.2399 -3.0953
C7 -3.1198 -0.0855 1.4822
P2 -2.8943 1.1513 2.7801
O4 -3.2403 0.6464 4.1163
O5 -3.8742 2.3871 2.4199
O6 -1.4688 1.8193 2.8128
C8 -2.2155 1.8230 -0.9196
O7 -2.7066 2.0899 -1.9863
N1 -1.9580 2.9657 0.0429
C9 -0.9461 3.8453 -0.3822
O8 -0.2002 4.4387 0.3764
F1 -0.7987 4.0205 -1.7112
C10 -0.7296 -2.3184 0.5538
I1 -2.2456 -3.7744 1.1135
C11 0.2642 -2.1500 1.7426
C12 1.0752 -3.4553 1.9476
I2 -0.6556 -1.6861 3.6219
O9 3.0405 -0.9827 -1.8838
C13 2.8072 -1.7993 -0.7244
C14 3.8455 -1.6301 0.3826
H1 4.6484 1.3587 1.8981
H2 3.4035 2.6131 1.6036
H3 5.0562 2.9996 1.3213
H4 5.0000 1.1729 -0.5051
H5 4.2084 2.7098 -0.7621
H6 0.7442 1.2712 -3.0032
H7 0.5387 1.5428 -1.3125
H8 0.5000 -1.3792 -1.8733
H9 -0.5808 -0.5493 -2.9215
H10 -0.2118 0.4970 0.7080
H11 -3.0507 -2.4219 -1.5216
H12 -4.1753 -1.2582 -0.9477
H13 -3.4340 -1.7168 -3.5812
H14 -2.6651 -0.1678 -3.2658
H15 -4.8386 0.3401 -2.3483
H16 -3.3203 -1.0084 2.0136
H17 -4.0528 0.1886 0.9893
H18 -4.7390 2.0112 2.2518
H19 -0.7848 1.1526 2.9291
H20 -2.8359 3.4734 0.1074
H21 -0.1481 -2.7887 -0.2268
H22 0.9509 -1.3555 1.4921
H23 1.0819 -4.0443 1.0394
H24 2.0901 -3.2542 2.2708
H25 0.5850 -4.0601 2.6947
H26 2.8378 -2.8244 -1.0708
H27 1.8169 -1.6426 -0.3098
H28 4.0067 -2.5796 0.8740
H29 4.7632 -1.1740 0.0394
H30 3.4319 -0.9762 1.1423

***

Below is a molecular structure, C14H30HoNO3P2 at a distorted geometry, with properties calculated with the ωB97M-V functional and the def2-TZVPD basis.

* expectation value of S²: 6.005
* 2S+1: 5
* net charge: +2
* HOMO-LUMO gap (alpha / beta): 9.42 / 9.53 eV
* electronic energy: -67000.7964 eV

Geometry (Å):
Ho1 0.4555 -0.0133 0.6637
P1 1.5577 1.9639 -0.9657
C1 0.0733 2.2064 -1.9648
C2 -1.1403 1.3334 -1.8496
N1 -1.2003 0.3200 -0.9605
C3 -2.2662 -0.5055 -0.9668
C4 -3.2235 -0.4277 -1.9638
C5 -3.1573 0.5860 -2.9048
C6 -2.0854 1.4610 -2.8410
C7 -2.4305 -1.6723 0.0408
P2 -1.7089 -1.3965 1.7401
H1 -2.0334 2.3050 -3.5051
H2 -3.9964 -1.1866 -1.9598
H3 -3.9352 0.6752 -3.6546
H4 -3.5168 -1.8565 0.1942
H5 -1.9663 -2.6081 -0.3722
H6 -0.2581 3.3154 -1.8653
H7 0.3792 2.2144 -3.0693
H8 -1.1298 4.2468 1.6286
O1 -1.7635 4.8343 1.0455
H9 -2.4595 4.0733 0.8761
H10 1.5266 0.9810 2.9197
O2 0.5927 1.2250 2.7258
H11 0.4919 1.8483 3.4068
C8 -3.0914 -0.6149 2.6150
H12 -4.0187 -1.2062 2.5439
H13 -2.8126 -0.5221 3.6809
H14 -3.2640 0.3881 2.1927
C9 -1.8853 -3.1264 2.4624
H15 -1.5025 -3.0816 3.5000
H16 -2.9441 -3.4570 2.4814
H17 -1.2749 -3.8495 1.8880
C10 2.6310 1.6194 -2.4078
H18 2.8433 2.5317 -2.9692
H19 3.5900 1.1829 -2.1032
H20 2.1607 0.9064 -3.0832
C11 2.1697 3.5845 -0.4483
H21 3.0804 3.4317 0.1588
H22 2.4262 4.2220 -1.3127
H23 1.3981 4.0962 0.1656
C12 2.3708 -3.7231 -0.0885
C13 2.7211 -2.5556 0.8235
C14 4.0650 -1.9209 0.5081
O3 1.7017 -1.5646 0.7840
H24 2.4335 -3.4178 -1.1459
H25 1.3485 -4.0662 0.0987
H26 3.0566 -4.5604 0.1117
H27 2.7782 -2.9596 1.8599
H28 4.1349 -1.6780 -0.5599
H29 4.1948 -0.9832 1.0556
H30 4.8833 -2.5988 0.7906